This record from the Open Molecules 2025 dataset describes C2H2Na2O2 as an isolated structure. The level of theory is the ωB97M-V functional and the def2-TZVPD basis.

Output
ΔE to the lowest compared entry with this formula, charge and spin: 192.3 kJ/mol
DFT total energy: -552.33747 hartree
orbital gap (alpha / beta): 0.127 / 0.091 hartree
HOMO level (alpha / beta): -0.1906 / -0.1519 Eh

```
8
C2H2Na2O2 (the ωB97M-V functional and the def2-TZVPD basis)
C -1.12428 0.51051 -0.66532
C -0.05885 0.58024 0.27114
O 0.94703 -0.32837 0.32324
O -1.04842 -0.09550 -1.81600
H -0.40196 1.01427 1.23712
Na 1.90221 -1.44614 2.26520
Na 0.31688 -1.96272 -1.01288
H -0.53261 1.72770 -0.60250
```

From a Mulliken analysis of the wavefunction, the atomic charges in e read: -0.64 0.10 -0.94 -0.58 0.35 0.76 0.82 0.11